[1]
Computed, not measured: C4H11NO2S in the gas phase in a non-equilibrium geometry, with the ωB97M-V functional and the def2-TZVPD basis.

CARTESIAN COORDINATES (ANGSTROEM)
S 0.786 0.605 0.928
O -3.313 -0.275 0.186
O -0.750 -0.405 1.136
N 1.932 -0.212 -0.059
C -3.503 1.249 0.151
C -2.069 -0.661 -0.020
C 2.548 -1.242 0.740
C 2.563 0.551 -1.074
H -4.441 1.549 -0.122
H 3.409 -0.953 1.383
H -2.060 -1.699 -0.095
H -1.504 -0.189 -0.917
H 3.370 -0.102 -1.333
H 1.875 0.644 -1.853
H -2.872 1.503 -0.723
H 2.941 1.599 -0.879
H 1.705 -1.552 1.383
H -3.224 1.694 1.080
H 2.608 -2.103 0.085

Forces on the atoms, in the same order (eV/Å):
S -2.467 -1.042 -0.998
O -0.977 2.853 1.359
O -0.010 0.694 -1.323
N -2.687 1.336 3.139
C 3.300 -2.610 -1.316
C 4.145 2.275 -1.493
C -0.914 -0.721 0.234
C 1.138 0.628 0.464
H -2.828 -0.149 -0.396
H -0.231 -0.309 -0.751
H 0.277 -1.720 0.319
H -1.148 -0.445 1.321
H 0.882 0.058 -0.872
H -0.887 0.162 -1.665
H 0.079 0.492 0.821
H -0.215 -1.141 0.482
H 0.769 -0.024 0.169
H 0.534 0.056 0.486
H 1.239 -0.391 0.022

Output
- Highest occupied orbital energy: -8.1 eV
- Electronic energy: -20741.9840 eV
- Total charge: 0
- E_LUMO: 0.66 eV

[2]
Computed, not measured: 2 unconnected molecules or ions with the total composition C2H10NOSi in a non-equilibrium geometry, with the ωB97M-V functional and the def2-TZVPD basis.

CARTESIAN COORDINATES (ANGSTROEM)
Si 2.572 0.143 0.389
O 1.669 -0.811 -0.755
N -0.841 -1.084 0.069
C -1.869 -0.262 0.329
C -1.901 1.064 -0.252
H 0.121 -0.890 -0.375
H -0.968 1.403 -0.742
H -2.790 1.310 -1.051
H -2.808 -0.612 0.748
H 2.190 1.494 -0.242
H -0.700 -1.969 0.648
H -2.121 1.803 0.512
H 3.872 -0.529 0.770
H 1.663 -0.113 1.552
H 1.911 -0.947 -1.601

Forces on the atoms, in the same order (eV/Å):
Si -1.729 -0.634 -0.613
O -0.848 0.739 5.072
N -1.301 -0.086 2.779
C 2.203 -2.007 -2.557
C -1.064 2.150 -2.410
H -0.765 0.669 -0.048
H -0.381 -0.523 0.279
H 1.917 -1.216 1.957
H 0.506 -0.430 0.719
H 1.191 -0.571 0.790
H -1.073 1.294 -1.150
H -0.119 0.062 0.449
H -0.367 0.852 -0.612
H 0.303 0.344 -0.153
H 1.526 -0.645 -4.504

Output
- Highest occupied orbital energy: -15.2 eV
- Electronic energy: -13643.9825 eV
- Total charge: +1
- E_LUMO: -4.82 eV

[3]
Computed, not measured: C28H39N5O6 in the gas phase, with the ωB97M-V functional and the def2-TZVPD basis.

CARTESIAN COORDINATES (ANGSTROEM)
O -6.397 -1.078 -0.194
O 3.883 -0.600 1.476
O 0.066 0.411 -0.071
O 3.855 -2.699 0.679
O -1.654 4.674 0.391
O -6.138 -1.078 2.066
N 2.514 3.038 -0.204
N -1.785 2.402 0.288
N 2.319 0.393 -0.286
N -5.599 0.735 0.836
N 1.039 4.640 0.047
C -3.850 1.524 -0.675
C 2.777 -1.554 -1.786
C 5.203 -0.760 -1.717
C 1.274 2.472 -0.078
C 6.941 -2.039 1.469
C 3.930 -0.884 -2.550
C -8.259 -2.480 0.542
C 1.138 1.008 -0.136
C 3.487 -1.555 0.636
C -5.036 1.433 1.970
C -1.137 3.570 0.269
C -7.218 -2.640 -1.738
C -3.525 1.589 1.804
C -6.953 -2.413 -0.248
C 8.710 -0.720 0.526
C -3.213 2.298 0.482
C 8.021 0.436 0.852
C -5.353 1.373 -0.436
C 0.330 3.475 0.080
C -6.046 -0.537 0.987
C 3.540 0.467 -3.153
C 2.337 4.327 -0.125
C 2.467 -1.031 -0.369
C 4.887 -0.957 2.438
C 6.796 0.355 1.489
C 8.169 -1.956 0.835
C -5.941 -3.432 0.275
C 6.251 -0.883 1.806
H -6.334 -4.437 0.147
H -7.642 -3.627 -1.893
H 3.003 -2.616 -1.668
H -5.822 2.364 -0.418
H -5.272 0.856 2.865
H 4.777 -0.227 3.242
H 6.511 -3.003 1.695
H -8.711 -3.460 0.420
H -5.507 2.420 2.042
H -3.119 2.160 2.639
H 0.594 5.542 0.143
H 8.438 1.402 0.609
H 6.252 1.255 1.740
H 3.140 0.982 -0.267
H -5.005 -3.345 -0.273
H -5.812 0.779 -1.226
H 4.321 0.804 -3.831
H -7.912 -1.892 -2.111
H -3.676 2.046 -1.616
H -1.248 1.536 0.177
H 3.123 5.053 -0.189
H 1.497 -1.458 -0.073
H 5.473 -1.718 -1.279
H 4.684 -1.966 2.808
H 3.403 1.231 -2.393
H -8.953 -1.723 0.182
H -3.055 0.603 1.798
H -5.749 -3.258 1.330
H 6.029 -0.431 -2.344
H -3.603 3.322 0.509
H 4.151 -1.555 -3.390
H -3.388 0.537 -0.737
H -6.289 -2.560 -2.298
H 5.088 -0.033 -0.916
H 9.667 -0.657 0.029
H 2.615 0.378 -3.719
H 8.702 -2.859 0.577
H -8.066 -2.306 1.597
H 1.870 -1.466 -2.386

Forces on the atoms, in the same order (eV/Å):
O 0.068 0.095 -0.107
O -0.068 0.306 0.155
O -0.196 -0.153 0.008
O 0.042 -0.034 0.018
O 0.017 0.329 0.025
O -0.019 -0.346 0.218
N 0.288 -0.175 -0.031
N -0.040 -0.103 -0.005
N 0.112 0.071 0.008
N -0.038 0.111 -0.111
N -0.240 -0.108 0.024
C -0.197 0.301 0.142
C 0.106 -0.004 0.063
C -0.129 -0.190 -0.279
C -0.397 0.854 0.086
C -0.024 0.042 0.068
C -0.065 0.061 0.045
C 0.270 0.181 0.003
C 0.254 -0.216 -0.064
C -0.294 -0.069 -0.101
C 0.160 -0.196 0.367
C -0.135 -0.317 -0.014
C 0.138 0.235 0.386
C -0.243 0.285 -0.133
C -0.235 -0.625 0.012
C 0.056 -0.025 -0.048
C -0.113 -0.053 0.047
C 0.003 0.128 -0.022
C 0.138 -0.114 -0.393
C 0.343 -0.353 -0.053
C -0.105 0.236 0.011
C 0.108 -0.225 -0.030
C 0.111 0.053 -0.010
C -0.177 -0.353 -0.197
C 0.275 -0.277 0.179
C 0.001 -0.077 0.057
C 0.072 -0.068 -0.019
C -0.072 0.311 0.043
C -0.174 -0.014 0.042
H -0.045 -0.120 -0.061
H -0.046 -0.113 -0.008
H -0.089 -0.006 -0.034
H -0.004 -0.038 -0.063
H -0.008 0.180 -0.093
H -0.019 -0.107 -0.111
H -0.077 -0.089 0.014
H -0.062 -0.110 -0.058
H 0.004 -0.022 0.036
H 0.061 0.004 0.019
H 0.019 -0.042 -0.004
H 0.041 0.079 -0.018
H -0.056 0.114 0.030
H -0.104 0.011 0.007
H 0.091 -0.032 -0.080
H 0.016 0.185 0.070
H 0.068 0.090 -0.082
H -0.099 0.059 -0.058
H 0.055 0.003 -0.033
H 0.111 0.135 -0.018
H 0.088 0.229 -0.001
H 0.263 0.042 0.012
H 0.103 -0.063 0.110
H 0.027 0.190 0.010
H -0.013 0.128 0.017
H -0.101 0.043 -0.058
H 0.035 -0.070 0.048
H 0.019 -0.065 0.018
H 0.099 0.085 -0.003
H -0.001 -0.158 -0.005
H -0.031 0.035 0.068
H 0.016 -0.085 -0.060
H 0.101 -0.022 -0.082
H 0.046 0.123 0.151
H 0.079 0.004 -0.040
H -0.122 0.058 -0.076
H 0.049 -0.076 -0.024
H -0.053 -0.037 0.029
H -0.063 -0.047 0.040

Output
- Highest occupied orbital energy: -9.1 eV
- Electronic energy: -49408.4782 eV
- Total charge: 0
- E_LUMO: 0.60 eV

[4]
Computed, not measured: 3 unconnected molecules or ions with the total composition C35H79F7N8O5P2 in a non-equilibrium geometry, with the ωB97M-V functional and the def2-TZVPD basis.

CARTESIAN COORDINATES (ANGSTROEM)
P 4.140 0.749 -7.336
P -1.787 3.854 -2.323
F 2.124 -0.328 3.990
F -6.193 -0.244 1.598
F -5.509 1.513 2.652
F 4.302 0.536 4.931
F 3.584 -0.495 2.360
F -5.339 1.375 0.480
F 4.891 1.575 3.119
O 2.736 1.211 -7.565
O 3.709 0.042 -2.575
O -1.296 2.513 -1.860
O -0.453 0.198 3.036
O -3.424 -0.545 0.559
N -0.383 4.816 -2.285
N -2.701 4.763 -3.438
N 4.707 0.607 -8.966
N 0.180 -2.434 3.219
N 2.018 1.235 2.326
N -2.834 4.281 -1.016
N 5.199 -0.476 -6.791
N 4.875 2.090 -6.585
C 6.186 -1.194 -7.579
C 3.839 -0.257 -9.755
C 4.040 0.148 -1.194
C 1.821 0.153 0.025
C -1.816 -0.132 3.220
C -3.827 -6.101 7.322
C -2.237 4.706 0.242
C -2.780 0.816 2.473
C -3.420 -7.428 7.977
C -3.864 5.585 -3.150
C -5.212 0.694 1.634
C 0.712 4.381 -3.141
C -3.588 -3.571 7.343
C 6.294 2.348 -6.623
C -2.066 -0.111 4.715
C 4.285 2.523 -5.324
C 5.012 1.832 -9.693
C -3.893 -9.244 6.288
C -3.335 -2.286 5.115
C 3.018 0.990 -0.439
C 1.130 0.680 1.301
C -2.630 -2.877 6.359
C -3.867 -0.021 1.785
C 4.919 -1.071 -5.486
C -2.497 4.492 -4.863
C 2.827 0.398 3.088
C -3.833 3.246 -0.795
C 0.088 -0.305 1.839
C -3.035 -4.919 7.882
C -0.299 -3.820 3.065
C 0.542 -1.790 1.945
C -3.389 -0.759 5.131
C -0.400 6.252 -2.137
C -4.381 -8.555 7.568
C 3.822 1.272 3.898
H 0.354 -4.499 3.616
H -4.384 -10.202 6.135
H -0.622 6.781 -3.077
H 3.204 2.388 -5.343
H -4.369 -2.630 5.161
H -0.720 -0.274 1.100
H -1.122 6.579 -1.393
H -3.410 -7.261 9.051
H -3.416 4.149 -5.346
H -3.233 1.482 3.203
H -2.145 5.390 -5.380
H -2.270 1.421 1.723
H 4.478 3.587 -5.159
H -4.255 2.923 -1.752
H 4.355 -0.569 -10.666
H -1.418 4.054 0.574
H -4.065 -0.883 2.418
H -4.123 6.144 -4.052
H 0.750 3.294 -3.188
H -3.408 2.372 -0.300
H -1.266 -0.707 5.157
H 1.040 -2.501 3.739
H 1.670 4.726 -2.745
H 4.157 -0.827 -0.719
H 6.470 3.402 -6.398
H -5.386 -8.177 7.390
H 3.595 -1.165 -9.195
H -2.821 -9.422 6.361
H -4.549 -3.783 6.879
H -1.819 -3.543 6.078
H 5.961 2.259 -9.367
H -3.672 -6.143 6.243
H -4.656 3.633 -0.194
H -0.301 -4.170 2.035
H 2.489 2.076 2.040
H 3.347 2.167 4.295
H 3.571 1.443 0.382
H 5.743 -1.863 -8.320
H -2.998 4.721 1.023
H 1.619 -1.886 1.812
H 3.541 -0.882 -2.762
H 5.757 -0.911 -4.801
H -3.075 -4.917 8.970
H 6.858 -0.509 -8.090
H -1.281 -3.942 3.521
H -1.859 5.726 0.176
H -3.651 6.310 -2.368
H -4.056 -8.587 5.436
H 0.605 4.762 -4.167
H 4.726 -2.146 -5.560
H 4.234 2.598 -9.592
H -4.741 5.004 -2.855
H 5.136 1.608 -10.753
H 2.158 -0.874 0.134
H -2.429 -7.655 7.588
H 6.792 -1.801 -6.902
H 0.108 -2.330 1.105
H 6.862 1.751 -5.893
H -1.987 0.897 5.121
H -2.200 -2.022 6.883
H -3.782 -2.941 8.209
H 4.037 -0.611 -5.037
H -3.572 -0.463 6.166
H 2.897 0.233 -10.026
H -1.747 3.712 -5.007
H 1.062 0.199 -0.757
H -4.432 -9.287 8.374
H 5.012 0.634 -1.082
H -2.911 -2.678 4.192
H -1.983 -1.143 2.840
H 4.683 1.959 -4.470
H -4.244 -0.398 4.558
H 6.719 2.162 -7.607
H 0.581 6.585 -1.793
H 2.709 1.792 -1.102
H -1.993 -5.031 7.581
H 0.538 1.523 0.941
H -3.277 0.177 -0.063
H -4.884 -5.894 7.501

Forces on the atoms, in the same order (eV/Å):
P 2.573 2.442 -3.171
P 0.048 2.578 3.927
F -0.037 -0.288 -0.336
F 0.026 0.158 0.075
F 0.151 0.100 -0.118
F -0.072 0.126 0.005
F -0.247 -0.337 0.057
F 0.126 0.060 0.367
F -0.239 0.397 -0.115
O -0.386 -1.981 2.031
O 0.073 -0.226 0.090
O -0.584 -0.428 -2.700
O 0.209 0.355 -0.021
O -0.228 -0.191 -0.067
N 0.149 -0.477 0.209
N 0.378 -1.909 -1.100
N 0.628 0.338 0.165
N 0.061 -0.544 -0.641
N -0.312 -0.792 0.159
N 0.284 0.695 0.047
N -1.939 -0.481 0.944
N -0.483 0.106 -0.115
C -0.011 -0.110 -0.301
C -0.083 -0.205 0.150
C 0.208 0.608 0.302
C 0.069 0.476 0.070
C 0.041 0.235 -0.002
C 0.395 0.183 0.558
C 0.246 0.011 0.037
C -0.254 -0.328 0.050
C -0.937 0.594 -0.886
C -0.252 -0.050 0.201
C -0.737 -0.972 -0.314
C 0.075 -0.317 -0.009
C 0.610 -0.682 0.301
C 0.337 -0.482 0.135
C -0.067 -0.621 0.073
C -0.312 0.030 0.004
C -0.015 0.257 0.099
C -0.005 0.239 0.378
C -0.526 -0.172 0.384
C 0.202 -0.514 -0.104
C -0.049 0.292 -0.506
C -0.478 0.656 -0.136
C 0.579 0.608 0.184
C 0.091 0.132 0.082
C 0.187 0.110 0.000
C 0.549 1.249 0.377
C 0.057 0.209 -0.447
C -0.427 -0.023 -0.085
C -0.373 0.270 -0.512
C 0.267 0.032 0.583
C 0.144 -0.005 0.403
C 0.367 0.029 0.229
C -0.409 0.268 -0.342
C 0.664 -0.362 -0.052
C 0.286 -0.905 0.203
H 0.060 -0.084 -0.002
H -0.131 -0.008 -0.208
H 0.007 -0.025 0.006
H 0.012 -0.046 -0.083
H -0.067 -0.146 -0.264
H 0.092 -0.089 -0.258
H -0.080 -0.061 -0.094
H 0.181 -0.215 0.138
H -0.004 -0.029 0.025
H 0.013 0.209 -0.034
H -0.062 -0.007 -0.025
H 0.144 0.042 -0.019
H 0.087 -0.008 -0.051
H 0.017 -0.087 0.065
H 0.049 0.061 0.006
H -0.032 -0.029 0.031
H -0.225 -0.093 -0.004
H 0.119 -0.121 -0.084
H -0.055 -0.053 0.053
H 0.077 -0.045 0.010
H 0.137 0.088 0.083
H -0.079 0.321 0.307
H -0.036 0.081 0.026
H -0.140 -0.164 -0.062
H -0.073 0.012 0.034
H -0.117 0.105 0.229
H -0.036 0.048 -0.001
H 0.083 -0.144 -0.044
H -0.089 0.135 -0.121
H 0.063 -0.073 -0.055
H -0.096 0.053 0.031
H -0.129 -0.031 -0.118
H 0.066 0.076 0.072
H -0.183 0.078 -0.125
H 0.031 0.052 -0.064
H 0.062 0.156 -0.083
H -0.131 -0.028 0.225
H 0.035 -0.021 -0.018
H -0.073 -0.110 -0.061
H 0.114 0.220 -0.082
H -0.087 -0.072 -0.122
H -0.016 -0.062 0.013
H 0.032 -0.177 0.105
H -0.083 0.026 -0.067
H -0.236 -0.006 -0.262
H 0.081 -0.084 0.002
H 0.002 -0.081 0.070
H -0.046 -0.121 -0.209
H 0.075 0.062 0.037
H -0.010 0.012 -0.044
H -0.020 -0.017 -0.047
H -0.035 0.028 0.002
H -0.091 -0.111 0.006
H -0.080 -0.125 0.089
H 0.269 -0.178 0.481
H -0.135 0.040 0.123
H -0.173 -0.093 0.026
H -0.028 0.011 -0.006
H 0.048 0.184 -0.196
H 0.447 -0.130 0.050
H -0.107 0.269 -0.106
H 0.023 0.077 -0.015
H -0.219 0.063 0.040
H -0.013 -0.035 0.025
H 0.019 0.006 0.032
H -0.067 -0.310 -0.087
H -0.102 -0.098 0.020
H 0.103 0.048 -0.363
H 0.090 0.095 -0.107
H 0.056 -0.131 0.066
H 0.023 0.064 0.008
H 0.003 0.137 -0.112
H -0.046 -0.127 0.041
H 0.040 -0.071 -0.023
H -0.095 0.221 -0.060
H 0.165 0.031 0.190
H 0.047 0.280 0.293
H 0.073 0.076 -0.042
H -0.142 -0.162 -0.031

Output
- Highest occupied orbital energy: -8.3 eV
- Electronic energy: -97334.4348 eV
- Total charge: 0
- E_LUMO: 0.54 eV